# 1
Computed, not measured: an isolated ion of composition CHN4O2 and charge -1, with wB97M-V/def2-TZVPD.

Atoms and positions in Å:
O: 1.709 0.407 0.185
C: 1.473 -0.613 -0.455
N: 2.054 -1.549 -1.163
N: 1.094 -2.288 -1.801
N: -0.081 -1.922 -1.471
N: 0.089 -0.997 -0.541
O: -0.932 -0.148 -0.086
H: -0.455 0.743 0.155

Values from the calculation:
Structure (SMILES): [O-]c1nnnn1O
Total charge: -1
Energy relative to the best compared isomer or geometry (same formula, charge and spin) in kJ/mol: 254.5
HOMO in eV: -3.843
HOMO-LUMO gap in eV: 8.004
LUMO energy in eV: 4.2

Atom charges from the natural (NBO) analysis, given in e for atoms 1 to 2: number 1, O, carries -0.768; number 2, C, carries 0.611

***

# 2
Computed, not measured: a 2-piece molecular cluster, C4H8O4Si overall, with wB97M-V/def2-TZVPD.

Atoms and positions in Å:
O: -2.269 -1.906 0.353
Si: -2.883 -0.551 0.520
O: -3.052 0.676 -0.427
O: -3.613 0.074 1.835
H: -2.951 0.708 -1.389
H: -3.636 -0.443 2.685
C: 2.551 0.704 -1.208
C: 1.253 0.136 -0.518
C: 1.410 -1.040 0.321
C: 0.267 0.928 -0.236
O: -0.252 1.834 0.332
H: 3.431 0.547 -0.450
H: 2.616 1.786 -1.333
H: 2.882 0.723 -2.294
H: 2.102 -1.073 1.166
H: 0.664 -1.203 1.081
H: 1.478 -1.901 -0.438

Values from the calculation:
Structure (SMILES): O=[Si](O)O.CC(C)=C=O
Energy relative to the best compared isomer or geometry (same formula, charge and spin) in kJ/mol: 261.9
HOMO in eV: -8.523
HOMO-LUMO gap in eV: 8.536
LUMO energy in eV: 0.0

Atom charges from the natural (NBO) analysis, given in e for atoms 1 to 2: number 1, O, carries -1.206; number 2, Si, carries 2.358

***

# 3
Computed, not measured: a 2-piece molecular cluster, C3H4O3 overall, with wB97M-V/def2-TZVPD.

Atoms and positions in Å:
C: 2.278 0.629 -0.325
C: -2.173 0.085 0.257
C: 1.711 -0.794 -0.200
O: 2.462 -0.326 0.741
O: -0.992 0.003 0.480
O: -2.896 -0.979 -0.035
H: 3.218 0.633 -0.964
H: 1.693 1.577 -0.238
H: -2.908 0.977 0.250
H: -2.393 -1.804 0.033

Values from the calculation:
Energy relative to the best compared isomer or geometry (same formula, charge and spin) in kJ/mol: 426.4
HOMO in eV: -9.492
HOMO-LUMO gap in eV: 10.373
LUMO energy in eV: 0.9

Atom charges from the natural (NBO) analysis, given in e for atoms 1 to 2: number 1, C, carries -0.303; number 2, C, carries 0.651

***

# 4
Computed, not measured: the molecule C5H6O, with wB97M-V/def2-TZVPD.

Atoms and positions in Å:
C: -1.762 -0.078 -0.086
C: -0.267 0.052 -0.061
C: 0.731 -0.984 0.016
C: 1.922 -0.356 0.152
O: 1.762 0.987 0.135
C: 0.431 1.214 -0.008
H: -2.229 0.886 -0.312
H: -2.142 -0.401 0.891
H: -2.109 -0.807 -0.826
H: 0.597 -2.052 -0.093
H: 2.933 -0.712 0.285
H: 0.135 2.250 -0.092

Values from the calculation:
Structure (SMILES): Cc1ccoc1
Energy relative to the best compared isomer or geometry (same formula, charge and spin) in kJ/mol: 29.2
HOMO in eV: -8.668
HOMO-LUMO gap in eV: 9.761
LUMO energy in eV: 1.1

Atom charges from the natural (NBO) analysis, given in e for atoms 1 to 2: number 1, C, carries -0.627; number 2, C, carries -0.098

***

# 5
Computed, not measured: C24H40N5O3RuSSi as an isolated structure, with wB97M-V/def2-TZVPD.

Atoms and positions in Å:
Ru: -0.201 -0.967 -0.114
O: 2.107 -1.797 0.212
C: 3.182 -1.107 -0.455
C: 2.672 -0.422 -1.698
C: 3.582 0.061 -2.629
C: 3.106 0.721 -3.746
C: 1.733 0.852 -3.915
C: 0.899 0.325 -2.952
N: 1.357 -0.288 -1.850
H: 2.364 -1.927 1.134
H: 3.959 -1.828 -0.722
H: 3.624 -0.374 0.224
H: 4.644 -0.077 -2.473
H: 3.793 1.118 -4.481
H: 1.316 1.345 -4.781
H: -0.177 0.385 -3.056
C: -2.489 -0.953 4.459
O: -2.447 -2.120 3.599
C: -1.803 -2.043 2.466
O: -1.180 -1.055 2.048
N: -1.877 -3.192 1.763
N: -1.309 -3.174 0.491
H: -3.285 -1.159 5.165
H: -2.710 -0.068 3.869
H: -1.535 -0.857 4.971
H: -2.436 -3.966 2.090
H: -2.020 -3.291 -0.226
H: -0.624 -3.917 0.390
N: 1.413 -3.780 -1.987
C: 0.280 -3.291 -2.519
N: -0.455 -2.384 -1.923
C: -1.608 -2.117 -2.673
C: -2.616 -1.229 -2.315
C: -3.694 -1.062 -3.169
C: -3.772 -1.773 -4.366
C: -2.778 -2.668 -4.728
C: -1.703 -2.830 -3.868
S: -0.320 -3.879 -4.036
H: 1.794 -3.334 -1.165
H: 1.997 -4.408 -2.512
H: -2.584 -0.668 -1.380
H: -4.485 -0.375 -2.902
H: -4.621 -1.630 -5.019
H: -2.846 -3.221 -5.654
C: 2.060 2.318 -0.060
Si: 0.701 1.605 1.014
C: -0.941 2.509 0.617
C: -2.173 1.991 1.358
C: -1.240 2.502 -0.882
C: -0.681 3.968 1.054
C: 1.327 1.548 2.807
C: 0.219 1.501 3.862
C: 2.207 2.785 3.087
C: 2.212 0.299 2.981
H: 2.185 3.365 0.229
H: 1.831 2.295 -1.123
H: 3.030 1.845 0.097
H: -2.407 0.956 1.102
H: -3.037 2.603 1.084
H: -2.064 2.048 2.440
H: -1.461 1.497 -1.263
H: -0.423 2.915 -1.476
H: -2.127 3.111 -1.078
H: -0.466 4.055 2.120
H: -1.590 4.547 0.867
H: 0.124 4.441 0.493
H: -0.299 2.459 3.938
H: 0.657 1.298 4.842
H: -0.515 0.728 3.647
H: 1.671 3.724 2.941
H: 3.106 2.807 2.471
H: 2.530 2.756 4.130
H: 1.616 -0.618 2.921
H: 2.680 0.310 3.968
H: 3.024 0.257 2.249

Values from the calculation:
Total charge: +2
Energy relative to the best compared isomer or geometry (same formula, charge and spin) in kJ/mol: 123.1
HOMO (spin up / spin down) in eV: -12.496 / -13.915
<S²>: 8.756
HOMO-LUMO gap (spin up / spin down) in eV: 7.709 / 6.496
LUMO energy (spin up / spin down) in eV: -4.8 / -7.4
2S+1: 6

Atom charges from the Mulliken analysis, given in e for atoms 1 to 2: number 1, Ru, carries 1.011; number 2, O, carries -0.647

***

# 6
Computed, not measured: the molecule C3H5N3S2, with wB97M-V/def2-TZVPD.

Atoms and positions in Å:
N: 1.761 1.522 0.290
N: 0.601 0.712 -0.265
C: -0.730 1.010 -0.269
C: -1.374 -0.176 -0.071
S: -3.080 -0.436 0.204
N: -0.331 -1.204 -0.077
C: 0.874 -0.581 -0.168
S: 2.347 -1.313 0.086
H: 2.556 1.186 -0.371
H: 2.059 1.204 1.361
H: -0.924 2.121 -0.291
H: -3.249 -1.807 -0.311
H: -0.510 -2.237 -0.117

Values from the calculation:
Structure (SMILES): Nn1cc(S)[nH]c1=S
Energy relative to the best compared isomer or geometry (same formula, charge and spin) in kJ/mol: 211.1
HOMO in eV: -7.902
HOMO-LUMO gap in eV: 8.144
LUMO energy in eV: 0.2

Atom charges from the natural (NBO) analysis, given in e for atoms 1 to 2: number 1, N, carries -0.653; number 2, N, carries -0.251

***

# 7
Computed, not measured: a 2-piece molecular cluster, C3H6O2 overall, with wB97M-V/def2-TZVPD.

Atoms and positions in Å:
C: -0.582 -0.587 1.049
C: 0.748 -0.554 0.945
C: 1.458 0.288 -0.038
O: 2.663 0.415 -0.067
H: -1.099 -1.240 1.746
H: -1.217 0.038 0.430
H: 1.402 -1.101 1.618
H: 0.817 0.811 -0.784
O: -1.706 0.487 -1.445
H: -1.588 1.444 -1.469
H: -0.987 0.111 -1.969

Values from the calculation:
Structure (SMILES): C=CC=O.O
Energy relative to the best compared isomer or geometry (same formula, charge and spin) in kJ/mol: 165.3
HOMO in eV: -9.962
HOMO-LUMO gap in eV: 10.296
LUMO energy in eV: 0.3

Atom charges from the natural (NBO) analysis, given in e for atoms 1 to 2: number 1, C, carries -0.302; number 2, C, carries -0.328

***

# 8
Computed, not measured: C6H13CrO8 as an isolated structure, with wB97M-V/def2-TZVPD.

Atoms and positions in Å:
Cr: -0.645 -0.556 0.122
C: -2.345 1.193 -3.266
C: -1.595 0.444 -2.158
O: -2.195 0.447 -1.037
O: -0.403 0.112 -2.213
H: -3.359 0.769 -3.280
H: -2.031 0.946 -4.284
H: -2.494 2.265 -3.171
C: 1.648 3.217 1.447
C: 1.410 2.167 0.371
O: 0.586 1.227 0.564
O: 2.263 2.154 -0.555
H: 2.347 3.005 2.258
H: 0.730 3.259 2.058
H: 1.833 4.204 1.027
C: 2.766 -2.479 1.254
C: 1.461 -1.818 0.871
O: 0.399 -1.895 1.579
O: 1.358 -1.419 -0.315
H: 3.437 -1.620 1.347
H: 3.057 -3.198 0.497
H: 2.713 -2.955 2.233
O: -1.472 -2.437 -0.536
H: -0.953 -3.211 -0.284
H: -2.111 -2.750 -1.184
O: -1.896 -0.282 1.919
H: -1.940 -1.090 2.446
H: -2.568 0.301 2.290

Values from the calculation:
Total charge: -1
Energy relative to the best compared isomer or geometry (same formula, charge and spin) in kJ/mol: 87.1
HOMO (spin up / spin down) in eV: -3.375 / -4.265
<S²>: 6.006
HOMO-LUMO gap (spin up / spin down) in eV: 5.827 / 6.692
LUMO energy (spin up / spin down) in eV: 2.5 / 2.4
2S+1: 5

Atom charges from the natural (NBO) analysis, given in e for atoms 1 to 2: number 1, Cr, carries 1.317; number 2, C, carries -0.713

***

# 9
Computed, not measured: the molecule C6H7INP, with wB97M-V/def2-TZVPD.

Atoms and positions in Å:
C: -0.144 2.192 1.112
C: 0.140 0.976 1.711
C: -0.394 2.088 -0.272
C: 0.240 -0.248 1.031
C: -0.309 0.998 -1.016
C: 0.043 -0.230 -0.316
N: 0.047 -1.431 -1.048
P: 1.162 -2.697 -0.598
I: -1.528 -1.563 -2.404
H: -0.155 3.104 1.569
H: 0.280 0.861 2.779
H: -0.512 2.965 -0.838
H: 0.402 -1.060 1.749
H: -0.260 1.097 -2.011
H: 0.775 -3.609 -1.593
H: 0.211 -3.441 0.144

Values from the calculation:
Energy relative to the best compared isomer or geometry (same formula, charge and spin) in kJ/mol: 0.0
HOMO (spin up / spin down) in eV: -6.251 / -8.736
<S²>: 2.021
HOMO-LUMO gap (spin up / spin down) in eV: 7.090 / 6.401
LUMO energy (spin up / spin down) in eV: 0.8 / -2.3
2S+1: 3

Atom charges from the natural (NBO) analysis, given in e for atoms 1 to 2: number 1, C, carries -0.194; number 2, C, carries -0.181

***

# 10
Computed, not measured: a 2-piece molecular cluster, CH3N4 overall, with wB97M-V/def2-TZVPD.

Atoms and positions in Å:
C: -0.997 -1.695 0.297
N: 0.611 1.031 -0.037
N: 1.739 1.030 -0.193
N: -0.202 -1.013 -0.178
N: -0.459 1.363 0.174
H: 2.288 0.179 -0.370
H: -1.658 -2.568 0.616
H: -1.323 1.674 -0.308

Values from the calculation:
Total charge: +1
Energy relative to the best compared isomer or geometry (same formula, charge and spin) in kJ/mol: 468.7
HOMO in eV: -16.954
HOMO-LUMO gap in eV: 11.468
LUMO energy in eV: -5.5

Atom charges from the natural (NBO) analysis, given in e for atoms 1 to 2: number 1, C, carries 0.186; number 2, N, carries 0.456